Formula: C18H46F3N2O8PSi2
Source: OMol25
Level of theory: ωB97M-V/def2-TZVPD

Cartesian coordinates (Å):
C -0.631 2.610 3.251
C -0.698 4.099 3.635
C -0.407 4.345 5.118
O 0.757 3.679 5.592
C 1.990 4.367 5.345
Si 3.069 3.166 4.386
O 4.672 3.621 4.455
Si 5.459 4.589 3.390
C 5.385 3.854 1.637
O 6.308 4.459 0.711
C 6.076 5.708 0.279
F 6.847 6.610 0.926
F 6.352 5.807 -1.007
F 4.790 6.112 0.473
P 4.573 6.668 3.605
O 4.501 7.039 5.054
H -1.270 2.418 2.377
H 0.387 2.299 2.994
H -0.997 1.989 4.077
H -1.718 4.474 3.444
H -0.032 4.707 2.999
H -1.246 3.966 5.723
H -0.315 5.427 5.323
H 2.463 4.621 6.307
H 1.813 5.312 4.804
H 2.628 3.136 2.969
H 2.946 1.815 4.955
H 6.876 4.683 3.779
H 5.738 2.815 1.724
H 4.377 3.809 1.203
H 3.324 6.653 2.936
H 5.310 7.549 2.791
C -1.418 0.266 0.388
O -1.609 -0.396 1.621
C -2.874 -1.037 1.751
C -2.733 -2.543 1.734
N -2.307 -3.014 0.427
C -1.977 -4.432 0.362
C -0.805 -4.923 1.202
O 0.454 -4.442 0.766
C 0.844 -3.187 1.283
H -0.510 0.860 0.474
H -1.299 -0.443 -0.440
H -2.255 0.933 0.159
H -3.547 -0.708 0.954
H -3.303 -0.733 2.710
H -3.707 -2.986 1.967
H -2.044 -2.820 2.546
H -1.504 -2.477 0.126
H -1.762 -4.672 -0.682
H -2.868 -5.004 0.642
H -0.759 -6.010 1.103
H -0.938 -4.704 2.268
H 0.466 -3.036 2.298
H 0.506 -2.354 0.659
H 1.934 -3.169 1.309
C -4.047 -3.921 -7.752
O -2.843 -4.505 -7.302
C -1.678 -3.725 -7.535
C -1.080 -3.236 -6.236
N -1.946 -2.261 -5.592
C -1.529 -1.855 -4.256
C -1.483 -2.917 -3.164
O -2.747 -3.415 -2.783
C -3.253 -4.476 -3.568
H -4.827 -4.674 -7.649
H -4.330 -3.040 -7.165
H -3.978 -3.628 -8.804
H -1.913 -2.880 -8.190
H -0.948 -4.360 -8.044
H -0.117 -2.761 -6.452
H -0.878 -4.117 -5.611
H -2.887 -2.632 -5.549
H -2.210 -1.068 -3.921
H -0.534 -1.404 -4.333
H -1.069 -2.442 -2.269
H -0.812 -3.747 -3.420
H -2.449 -5.108 -3.958
H -3.860 -4.124 -4.407
H -3.892 -5.079 -2.923

The value obtained for the lowest unoccupied orbital energy is 0.4 eV.